Entry 1:
{
  "formula": "C37H31F6MnNO6PS",
  "method": "ωB97M-V with the def2-TZVPD basis set",
  "elements": ["Mn", "O", "S", "O", "O", "C", "C", "C", "C", "C", "C", "P", "C", "C", "C", "C", "C", "C", "C", "C", "C", "C", "C", "C", "H", "H", "H", "H", "H", "H", "H", "H", "H", "H", "H", "H", "H", "H", "C", "C", "O", "C", "F", "F", "F", "C", "F", "F", "F", "H", "H", "H", "C", "C", "C", "C", "C", "C", "N", "C", "C", "C", "C", "C", "C", "C", "O", "O", "C", "C", "H", "H", "H", "H", "H", "H", "H", "H", "H", "H", "H", "H", "H", "H"],
  "coordinates": [[-2.41384, 0.42264, 0.28120], [-4.13139, 3.52667, -1.07056], [-3.15993, 2.49294, -1.14054], [-2.06070, 2.50822, -0.14258], [-3.72472, 1.09354, -0.97471], [-2.40705, 2.49480, -2.73875], [-2.93370, 3.36015, -3.68514], [-2.39639, 3.37609, -4.96325], [-1.35035, 2.52463, -5.27815], [-0.83314, 1.66242, -4.32173], [-1.34061, 1.63467, -3.02774], [-0.61009, 0.52622, -1.74292], [1.00327, 1.31340, -1.43169], [1.20959, 1.92832, -0.20058], [2.41262, 2.56492, 0.07079], [3.42061, 2.57920, -0.87875], [3.22449, 1.96275, -2.10855], [2.02174, 1.33635, -2.38535], [-0.23513, -0.99230, -2.67017], [-1.20781, -1.54338, -3.50281], [-1.00227, -2.77599, -4.10089], [0.17058, -3.47985, -3.86162], [1.13430, -2.94731, -3.01841], [0.93319, -1.70990, -2.42379], [-3.75466, 4.00523, -3.40827], [-2.79759, 4.04778, -5.70957], [-0.92978, 2.52826, -6.27499], [-0.02561, 0.99468, -4.59381], [0.42854, 1.91231, 0.54637], [2.56297, 3.03707, 1.03103], [4.36277, 3.06384, -0.66068], [4.01089, 1.96752, -2.85198], [1.88713, 0.84868, -3.34266], [-2.13661, -1.01171, -3.67575], [-1.76334, -3.19252, -4.74732], [0.33005, -4.44275, -4.32810], [2.04539, -3.49632, -2.81960], [1.68918, -1.30296, -1.76372], [-3.48197, -3.53584, -0.60199], [-3.34745, -2.39610, 0.41063], [-2.59918, -1.38399, -0.13732], [-2.63151, -2.93355, 1.67152], [-1.38166, -3.30054, 1.36085], [-2.54276, -2.01374, 2.63973], [-3.23880, -4.00428, 2.19688], [-4.74789, -1.85520, 0.76763], [-5.48257, -2.70309, 1.48889], [-4.64941, -0.70762, 1.46673], [-5.43313, -1.56685, -0.34467], [-2.48698, -3.90103, -0.84651], [-3.94286, -3.14473, -1.50459], [-4.08379, -4.35423, -0.20871], [4.72685, -1.54011, -0.07938], [4.24577, -0.71657, 1.08766], [5.13127, 0.15110, 1.72116], [4.71157, 0.92654, 2.78747], [3.39956, 0.86635, 3.22487], [2.50860, -0.00779, 2.61070], [1.15004, -0.07930, 2.95122], [0.50339, 0.59146, 3.97281], [1.11258, 0.76464, 5.22138], [0.45755, 1.41830, 6.24446], [-0.83402, 1.91092, 6.07076], [-1.45629, 1.72280, 4.85577], [-0.80876, 1.07098, 3.80298], [-1.57901, 0.90540, 2.55721], [-2.70460, 1.38371, 2.36899], [-1.06462, 0.19336, 1.57935], [2.93345, -0.82644, 1.54882], [1.95311, -1.78411, 0.92260], [5.71159, -1.20436, -0.40129], [4.05104, -1.46819, -0.93299], [4.80399, -2.59755, 0.18392], [6.15175, 0.22115, 1.36644], [5.40343, 1.60450, 3.27033], [3.06502, 1.51373, 4.02365], [0.54302, -0.29709, 2.17163], [2.09952, 0.35399, 5.38225], [0.95419, 1.53146, 7.19983], [-1.34550, 2.41605, 6.87764], [-2.46570, 2.07076, 4.68435], [1.35599, -2.28301, 1.68650], [2.45539, -2.55294, 0.34092], [1.24718, -1.27727, 0.25463]],
  "forces_ev_per_angstrom": [[0.34, -0.23, -0.02], [0.05, 0.06, -0.11], [-0.09, -0.12, 0.13], [-0.18, -0.10, 0.01], [-0.16, 0.17, -0.14], [0.04, -0.01, 0.00], [0.05, -0.04, 0.00], [0.00, 0.00, 0.02], [0.00, 0.00, -0.02], [0.01, -0.01, -0.02], [-0.03, -0.03, -0.01], [-0.01, 0.05, -0.06], [-0.02, -0.06, -0.04], [-0.01, 0.01, -0.01], [0.04, -0.01, 0.01], [-0.01, -0.01, 0.03], [0.00, -0.02, -0.01], [0.04, 0.00, -0.01], [0.02, 0.02, 0.04], [-0.05, 0.00, 0.02], [0.00, 0.00, 0.01], [0.00, 0.01, 0.01], [-0.02, 0.00, -0.01], [0.02, 0.04, -0.06], [-0.02, 0.02, 0.00], [-0.01, 0.01, 0.00], [0.00, 0.00, -0.01], [-0.01, 0.00, 0.01], [-0.02, 0.00, 0.01], [0.02, 0.00, 0.05], [0.02, 0.01, 0.01], [0.01, 0.00, -0.01], [-0.02, 0.00, 0.00], [0.00, 0.00, -0.01], [-0.01, 0.00, -0.01], [0.00, -0.02, 0.00], [0.02, 0.00, 0.00], [-0.02, -0.02, -0.12], [0.00, 0.03, 0.09], [-0.09, -0.24, -0.04], [0.04, 0.57, 0.01], [0.04, 0.05, 0.01], [0.11, -0.01, -0.08], [-0.07, 0.14, 0.10], [-0.10, -0.15, 0.01], [0.03, 0.11, -0.05], [-0.05, -0.13, 0.06], [0.03, 0.09, 0.07], [-0.02, -0.02, -0.07], [0.03, 0.00, 0.00], [-0.01, 0.02, -0.02], [0.00, 0.01, 0.00], [0.01, 0.00, 0.02], [-0.03, -0.06, 0.02], [0.00, 0.03, -0.02], [0.01, 0.04, -0.06], [0.06, 0.07, 0.03], [-0.10, -0.03, -0.01], [0.09, -0.01, -0.05], [0.17, -0.08, -0.10], [0.00, 0.01, 0.12], [-0.03, -0.01, -0.02], [0.00, -0.01, -0.03], [0.00, -0.01, 0.02], [-0.18, 0.05, 0.01], [-0.08, -0.09, 0.05], [-0.03, -0.13, -0.04], [0.08, 0.02, 0.02], [0.01, 0.02, -0.02], [-0.01, 0.06, 0.08], [0.00, -0.01, 0.00], [0.00, 0.04, -0.02], [0.00, -0.01, 0.00], [0.02, 0.00, 0.00], [0.01, 0.01, 0.01], [0.09, 0.01, -0.13], [0.07, -0.02, 0.11], [-0.10, -0.03, 0.06], [0.00, 0.00, 0.01], [0.00, 0.01, 0.01], [-0.01, 0.01, -0.01], [-0.01, -0.03, 0.03], [0.00, 0.00, -0.02], [0.01, 0.01, 0.14]],
  "homo_ev": [-7.6, -7.6],
  "s2": 6.048,
  "multiplicity": 5,
  "total_charge": 0
}


Entry 2:
{
  "formula": "C37H31F6O3",
  "method": "ωB97M-V with the def2-TZVPD basis set",
  "elements": ["O", "C", "O", "O", "H", "F", "C", "C", "C", "C", "C", "C", "H", "H", "H", "H", "H", "F", "C", "C", "C", "C", "C", "C", "H", "H", "H", "H", "H", "F", "C", "C", "C", "C", "C", "C", "H", "H", "H", "H", "H", "F", "C", "C", "C", "C", "C", "C", "H", "H", "H", "H", "H", "F", "C", "C", "C", "C", "C", "C", "H", "H", "H", "H", "H", "F", "C", "C", "C", "C", "C", "C", "H", "H", "H", "H", "H"],
  "coordinates": [[0.30406, -1.51943, 0.62659], [-0.42534, -2.70613, 0.57066], [-0.21824, -3.38309, -0.47009], [-1.15009, -3.05559, 1.51554], [0.82414, -1.67209, -0.17894], [-3.70103, -3.18955, 0.01568], [-3.93726, -2.05484, -0.63250], [-4.15379, -2.02567, -1.99302], [-4.41224, -0.83652, -2.66376], [-4.44071, 0.33430, -1.90872], [-4.34563, 0.28812, -0.52417], [-3.95636, -0.88322, 0.10705], [-4.16553, -2.95095, -2.55987], [-4.50774, -0.84754, -3.73915], [-4.54419, 1.28094, -2.42729], [-4.41782, 1.20896, 0.04142], [-3.88053, -0.96050, 1.18315], [0.44547, -2.08617, -4.74992], [0.26501, -0.98165, -4.00501], [0.64854, 0.26571, -4.46462], [0.43917, 1.38178, -3.67139], [-0.23226, 1.26240, -2.45254], [-0.61780, 0.00718, -1.99994], [-0.37394, -1.10727, -2.78179], [1.15585, 0.36607, -5.41791], [0.72500, 2.35706, -4.04467], [-0.35451, 2.16942, -1.87521], [-1.12956, -0.10746, -1.05242], [-0.66818, -2.11521, -2.50367], [-0.61145, 3.33991, 0.23105], [-0.23961, 2.88000, 1.44817], [-0.61493, 3.65663, 2.53591], [-0.47466, 3.18052, 3.83537], [0.06578, 1.91405, 4.00446], [0.44314, 1.15467, 2.91947], [0.27556, 1.61458, 1.62139], [-1.01657, 4.64955, 2.37275], [-0.81545, 3.75242, 4.68669], [0.18509, 1.46997, 4.98580], [0.83593, 0.15013, 3.01841], [0.53088, 0.92911, 0.82787], [-4.92482, -0.61743, 6.83847], [-4.19295, -0.57818, 5.69682], [-3.38498, -1.67516, 5.43872], [-2.62655, -1.68379, 4.27430], [-2.63660, -0.54303, 3.48876], [-3.43124, 0.57021, 3.70718], [-4.21146, 0.51734, 4.87194], [-3.34466, -2.52634, 6.10649], [-1.97339, -2.50665, 4.01955], [-2.00030, -0.58139, 2.60795], [-3.50852, 1.41125, 3.03571], [-4.82398, 1.37310, 5.14038], [4.89819, 3.48289, -2.50044], [4.40449, 2.81067, -1.43947], [5.13290, 2.80564, -0.26448], [4.76298, 1.94038, 0.75968], [3.60928, 1.17849, 0.61152], [2.89758, 1.17034, -0.57734], [3.27347, 2.03278, -1.59061], [6.07137, 3.34176, -0.18892], [5.30487, 1.82550, 1.68839], [3.23186, 0.62323, 1.46259], [2.00011, 0.57746, -0.69062], [2.79298, 2.00273, -2.56008], [5.27087, -0.23512, -3.85953], [4.56369, -1.16797, -3.17885], [4.41049, -1.01953, -1.81722], [3.52022, -1.86852, -1.16943], [2.87545, -2.89504, -1.84320], [3.16464, -3.10036, -3.18920], [3.93990, -2.18523, -3.87979], [4.80336, -0.15337, -1.29959], [3.32933, -1.74709, -0.10913], [2.22592, -3.58673, -1.32158], [2.67557, -3.87839, -3.76121], [4.16168, -2.24508, -4.93864]],
  "forces_ev_per_angstrom": [[0.26, 0.25, 0.11], [-0.95, -2.63, 0.12], [0.37, 0.63, -0.36], [0.40, 1.47, 0.32], [0.08, 0.44, 0.01], [-0.11, -0.35, -0.26], [0.30, 0.74, 0.16], [-0.31, -0.84, -0.75], [0.61, 0.14, 1.07], [-0.47, 0.11, -0.71], [1.08, 0.23, -0.20], [-1.17, -0.25, 0.28], [0.17, -0.05, 0.19], [-0.07, 0.14, -0.03], [-0.22, 0.03, 0.16], [-0.02, -0.02, 0.05], [0.25, 0.08, -0.01], [0.16, 0.02, -0.22], [-0.47, 0.84, 0.70], [0.63, -0.24, -0.51], [-0.68, -0.20, 0.16], [0.70, 0.30, -0.32], [-0.20, 0.28, -0.01], [0.04, -0.90, -0.52], [-0.06, -0.09, -0.01], [0.09, 0.01, 0.06], [-0.27, -0.18, 0.21], [0.03, -0.04, -0.01], [0.00, 0.16, 0.43], [0.50, -0.02, -0.19], [-0.90, -0.09, 0.59], [0.02, 0.49, 0.29], [0.21, -0.38, -0.58], [0.12, -0.27, 0.66], [0.12, -0.15, -0.44], [0.15, -0.08, -0.10], [-0.11, -0.09, -0.17], [0.06, 0.13, -0.04], [-0.10, 0.19, 0.08], [-0.07, 0.00, 0.22], [-0.22, 0.22, -0.27], [-0.18, 0.36, -0.06], [0.74, -0.72, 0.10], [0.03, -0.36, -0.34], [-0.14, 0.71, 0.85], [0.73, 0.04, -1.86], [-0.39, -1.26, 1.44], [-0.51, 1.17, -0.23], [-0.23, 0.10, 0.12], [-0.08, -0.02, -0.17], [-0.04, 0.03, 0.00], [0.28, 0.04, -0.02], [-0.11, -0.15, 0.04], [-0.24, 0.29, 0.06], [0.18, -0.51, 0.36], [0.86, -0.38, 0.19], [-0.90, -0.03, -0.22], [-0.20, -0.14, 0.41], [-0.41, 1.02, 0.46], [0.26, -0.13, -0.77], [-0.13, 0.19, -0.14], [0.23, 0.37, -0.08], [0.15, -0.27, -0.12], [0.10, -0.10, -0.08], [-0.13, 0.07, 0.07], [0.19, -0.11, -0.06], [-0.39, 0.04, 0.27], [-0.43, 0.27, -0.06], [0.06, -0.34, 0.18], [0.55, -0.56, -0.11], [-0.60, 0.44, -0.32], [0.86, 0.16, -0.09], [0.37, -0.28, -0.15], [0.03, 0.11, -0.01], [-0.19, 0.20, 0.03], [0.01, -0.13, 0.18], [-0.27, -0.17, -0.03]],
  "homo_ev": -5.1,
  "total_charge": -1
}


Short version: energy above the lowest of the compared OMol25 structures with the same formula, charge and spin = 0.0; 0.0 kJ/mol, in the order given.